# 1
# C27H39BBrF12IN2O8S

2 unconnected molecules or ions with the total composition C27H39BBrF12IN2O8S at a distorted geometry (ωB97M-V with the def2-TZVPD basis set, the OMol25 dataset).

Last column: Mulliken charge in e.
Geometry (Å):
C1 3.12233 2.20669 3.52317  -0.261
C2 4.10691 2.82915 2.55786  0.710
O1 5.12907 2.26354 2.28379  -0.573
O2 3.87821 4.05892 2.01239  -0.352
C3 2.53139 4.27302 1.57867  0.704
C4 2.56707 4.90454 0.19749  -1.190
C5 3.08664 3.95525 -0.87863  -0.945
C6 1.98888 2.94434 -1.27533  -0.651
C7 2.11049 1.65145 -0.43303  0.986
C8 2.08150 0.38548 -1.28620  -0.431
C9 0.85313 -0.03562 -2.06140  1.182
C10 -0.29549 0.75089 -2.54091  -1.866
C11 -0.93282 1.61661 -1.44248  0.580
C12 -2.41900 1.29669 -1.17851  -1.504
C13 -2.53979 0.65021 0.22727  0.582
C14 -2.86892 1.70391 1.25532  0.758
F1 -2.22038 2.85554 1.07415  -0.332
F2 -4.15800 2.01332 1.04534  -0.313
C15 -2.82018 1.24236 2.72355  0.454
F3 -3.16197 2.24322 3.49482  -0.286
F4 -3.72126 0.33264 2.86850  -0.214
S1 -1.19049 0.53331 3.36969  1.435
F5 -0.90277 1.82165 4.24325  -0.368
F6 -0.33612 1.18905 2.19764  -0.435
F7 -1.41265 -0.79322 2.57554  -0.288
F8 -1.95044 -0.06774 4.60894  -0.359
F9 0.14741 -0.09212 3.92639  -0.368
N1 0.97663 -1.29262 -2.25647  0.752
N2 0.04845 -2.05387 -2.99617  -1.666
C16 0.17227 -1.92887 -4.22162  0.834
O3 0.29621 -1.80554 -5.39634  -0.418
C17 2.12374 -2.00323 -1.66058  -0.347
C18 3.05498 -2.69931 -2.62945  -1.503
C19 3.47140 -4.10290 -2.21486  0.256
C20 4.15563 -4.76198 -3.43601  -1.451
Br1 1.95797 -5.22661 -1.71508  -0.079
C21 2.67569 -0.93031 -0.66466  0.473
C22 4.18234 -0.72326 -0.56185  -0.184
C23 5.00415 -1.96318 -0.22026  -0.700
O4 5.94385 -2.24326 -0.88407  -0.453
I1 4.55797 -3.24959 1.44686  0.048
B1 1.84998 -0.99501 0.70537  1.730
O5 2.46597 -0.78357 1.88876  -0.532
O6 0.46757 -1.18360 0.69909  -0.643
H1 2.27107 1.82709 2.96246  -0.390
H2 3.61464 1.34573 3.95030  0.330
H3 2.78257 2.88392 4.29815  0.396
H4 1.94490 3.35966 1.53355  -0.752
H5 2.03679 4.95401 2.27012  0.424
H6 1.56595 5.26801 -0.02279  0.467
H7 3.19108 5.79375 0.25920  0.426
H8 3.96879 3.42004 -0.53792  0.562
H9 3.37335 4.54967 -1.74195  0.328
H10 2.09820 2.67830 -2.32507  0.741
H11 1.03608 3.42989 -1.12447  0.142
H12 1.35393 1.65620 0.35020  -1.509
H13 3.07210 1.64960 0.07142  0.299
H14 2.78035 0.63999 -2.09995  0.865
H15 -1.03071 0.03159 -2.88996  0.725
H16 -0.00817 1.31655 -3.42285  0.431
H17 -0.87893 2.64723 -1.77231  0.722
H18 -0.40885 1.58149 -0.49815  -0.636
H19 -2.85208 0.65188 -1.93101  0.334
H20 -2.95469 2.23834 -1.14279  0.481
H21 -3.37957 -0.03927 0.19968  0.442
H22 -1.59944 0.14996 0.41723  -0.796
H23 1.61181 -2.70913 -1.01272  0.461
H24 3.95955 -2.10728 -2.76217  0.477
H25 2.61047 -2.78808 -3.61785  0.470
H26 4.19352 -4.13022 -1.41272  0.226
H27 3.38567 -5.29530 -3.98194  0.394
H28 4.85148 -5.52122 -3.10647  0.398
H29 4.62315 -4.02678 -4.08096  0.396
H30 4.62534 -0.26305 -1.43880  0.645
H31 4.34183 -0.01744 0.25405  0.298
H32 2.00774 -1.27413 2.58019  0.265
H33 0.25686 -2.12528 0.70747  0.170
C24 -6.64823 -0.88230 1.96020  -0.741
C25 -7.76532 -1.90130 1.83555  -0.498
O7 -8.10329 -2.20151 0.50594  -0.361
C26 -7.22645 -3.12593 -0.24424  0.017
O8 -6.94530 -4.21452 0.39040  -0.866
C27 -5.92943 -2.40659 -0.77151  0.734
F10 -6.14967 -1.10926 -1.15293  -0.299
F11 -5.46384 -3.01963 -1.88329  -0.317
F12 -4.88245 -2.35752 0.08354  -0.236
H34 -6.76328 -0.08190 1.22751  0.229
H35 -6.64070 -0.44510 2.96444  0.476
H36 -5.67577 -1.34410 1.80941  0.058
H37 -8.67162 -1.46716 2.27176  0.313
H38 -7.54767 -2.80257 2.41767  0.287
H39 -7.81361 -3.22382 -1.18972  0.197

Computed properties:
Charge   0
LUMO   -1.977 eV
ΔE to the lowest compared entry with this formula, charge and spin   0.0 kcal/mol
Kohn-Sham gap   0.1239 hartree


# 2
# C18H38ClN3O5P3

2 unconnected molecules or ions with the total composition C18H38ClN3O5P3 at a distorted geometry (ωB97M-V with the def2-TZVPD basis set, the OMol25 dataset).

Last column: Mulliken charge in e.
Geometry (Å):
C1 -4.33047 0.48538 -3.88724  -0.744
O1 -3.45987 -0.51108 -3.37300  -0.374
C2 -4.09488 -1.66529 -2.87031  -0.627
C3 -4.56307 -1.50241 -1.42470  -0.998
C4 -3.54992 -0.74538 -0.56980  -0.516
C5 -2.13031 -1.32509 -0.66538  -0.104
C6 -1.35677 -1.26723 0.66004  -2.241
C7 -1.24960 0.11727 1.23202  0.765
C8 -1.98302 0.42363 2.34776  -0.355
C9 -1.95532 1.68831 2.89827  0.432
C10 -2.74120 2.03090 4.13094  -1.024
P1 -3.84712 3.43683 3.85656  0.856
O2 -3.15497 4.63660 3.38563  -0.619
O3 -4.53504 3.57865 5.28220  -0.497
O4 -4.96247 2.92426 2.84156  -0.472
C11 -1.17178 2.66157 2.26743  -0.095
C12 -0.42819 2.35920 1.16774  0.230
P2 0.47434 3.77594 0.30275  0.211
O5 1.95818 3.08440 0.29457  -0.442
Cl1 0.69793 5.00509 1.91989  -0.239
N1 -0.46147 1.07573 0.67205  -0.105
P3 0.56191 0.74738 -0.76863  0.213
N2 0.15811 1.66644 -1.94479  -0.634
H1 -5.35509 0.12056 -3.97282  0.366
H2 -4.31997 1.36423 -3.23789  0.265
H3 -3.97642 0.78733 -4.87193  0.248
H4 -4.92437 -1.98091 -3.51055  0.474
H5 -3.35457 -2.46658 -2.92677  0.340
H6 -5.53619 -1.00964 -1.37908  0.344
H7 -4.70924 -2.50457 -1.00792  0.391
H8 -3.88916 -0.67557 0.46603  0.382
H9 -3.51804 0.27821 -0.95427  0.284
H10 -1.61459 -0.83250 -1.48841  0.424
H11 -2.19333 -2.38148 -0.93882  0.636
H12 -1.86643 -1.88860 1.39303  0.555
H13 -0.35949 -1.69362 0.53430  0.366
H14 -2.59860 -0.35368 2.77782  0.426
H15 -3.26066 1.16153 4.53414  0.469
H16 -2.04316 2.36273 4.90511  0.394
H17 -4.77387 4.50366 5.44505  0.339
H18 -5.40643 2.12697 3.16003  0.346
H19 -1.17565 3.66018 2.66705  0.480
H20 2.48243 3.49969 -0.40453  0.348
H21 1.84808 0.85588 -0.24398  0.292
H22 0.37312 -0.60830 -0.96940  -0.085
H23 0.91394 2.26754 -2.25116  0.290
C13 4.92861 -2.45924 1.68623  -1.393
C14 4.43662 -2.68552 0.26504  -0.440
N3 4.12497 -1.44720 -0.43153  0.432
C15 3.37381 -1.64391 -1.65582  -0.379
C16 4.01835 -2.40912 -2.81475  -1.370
C17 5.20751 -0.47568 -0.49674  -0.704
C18 6.53319 -0.91827 -1.12426  -1.104
H24 4.22965 -1.83336 2.24354  0.295
H25 5.01709 -3.41549 2.20166  0.439
H26 5.90988 -1.98540 1.71148  0.292
H27 3.51775 -3.27756 0.30356  0.433
H28 5.17429 -3.29813 -0.27348  0.300
H29 3.06205 -0.65495 -2.01645  0.266
H30 2.44794 -2.16679 -1.38090  0.220
H31 4.79443 -1.82594 -3.30731  0.261
H32 3.26216 -2.63935 -3.56724  0.476
H33 4.45086 -3.35325 -2.48445  0.274
H34 5.41033 -0.13195 0.52041  0.477
H35 4.83298 0.40601 -1.02581  0.297
H36 6.86873 -1.87780 -0.73004  0.263
H37 7.30693 -0.18406 -0.89514  0.400
H38 6.47459 -0.99720 -2.20852  0.267

Computed properties:
Charge   +1
LUMO   -4.197 eV
Kohn-Sham gap   0.2311 hartree


# 3
# C28H28AsBIrN3O8S2

A molecular structure, C28H28AsBIrN3O8S2 at a distorted geometry (ωB97M-V with the def2-TZVPD basis set, the OMol25 dataset).

Last column: Löwdin spin population.
Geometry (Å):
Ir1 -0.18972 0.00561 0.09665  2.718
C1 2.37103 -7.30351 -0.73249  0.002
C2 1.70921 -6.13374 -0.05857  0.012
C3 0.80052 -5.33138 -0.74908  -0.001
C4 0.18228 -4.26122 -0.12898  0.011
C5 0.48168 -4.00131 1.20591  0.009
C6 1.38152 -4.78588 1.92197  0.007
C7 1.98614 -5.84801 1.28242  0.001
S1 -0.25413 -2.62263 1.96778  0.032
O1 -0.21008 -2.73452 3.38738  0.020
O2 -1.46657 -2.28346 1.27433  0.075
N1 0.76015 -1.36354 1.47693  0.493
C8 1.74639 -0.75707 2.15557  0.048
C9 2.47044 -1.30150 3.23999  0.162
C10 3.48889 -0.54031 3.77500  -0.009
C11 3.74459 0.71818 3.24787  0.183
C12 2.93864 1.20000 2.19673  0.028
N2 1.97849 0.48590 1.66515  0.126
H1 2.23463 -7.27092 -1.81183  0.000
H2 1.94239 -8.23921 -0.36479  0.001
H3 3.43919 -7.32613 -0.51336  0.000
H4 0.57165 -5.55228 -1.78510  0.000
H5 -0.52862 -3.63441 -0.65475  0.000
H6 1.57991 -4.57107 2.96632  0.000
H7 2.68146 -6.47615 1.82762  0.000
H8 2.19880 -2.27408 3.62937  0.007
H9 4.07780 -0.91787 4.60036  -0.004
H10 4.54303 1.33362 3.64087  0.009
H11 3.08174 2.19803 1.79453  -0.001
C13 0.39237 1.35200 -3.98834  0.000
As1 1.75685 0.37397 -3.05322  0.034
C14 2.51977 -0.68963 -4.48557  0.018
C15 3.30863 1.36991 -2.50801  0.007
S2 1.06123 -1.19647 -1.73956  0.382
H12 0.78350 2.33722 -4.22569  0.000
H13 -0.47707 1.45699 -3.34810  0.000
H14 0.14881 0.79667 -4.88869  0.000
H15 2.89628 -0.01413 -5.25350  0.002
H16 1.76421 -1.34169 -4.91751  0.001
H17 3.33937 -1.29470 -4.10465  0.001
H18 3.32050 2.28502 -3.09389  0.000
H19 4.18525 0.76199 -2.71144  0.000
H20 3.23747 1.62107 -1.45694  0.000
O3 1.21253 3.67948 -2.02879  0.027
C16 0.70160 3.01184 -1.14243  0.010
O4 0.78066 1.69906 -1.12017  0.164
C17 -0.13000 3.67287 -0.06654  0.005
C18 -0.87368 4.80754 -0.36515  -0.001
C19 -1.78564 5.30949 0.55554  0.005
C20 -2.00534 4.65802 1.75929  -0.001
C21 -1.24061 3.54531 2.05426  0.006
C22 -0.27667 3.08148 1.17790  0.016
N3 -1.51960 2.75905 3.26637  0.001
O5 -0.98640 1.66253 3.37147  0.008
O6 -2.23598 3.23877 4.10704  0.005
H21 -0.74374 5.27451 -1.33475  0.000
H22 -2.34311 6.20878 0.32695  0.000
H23 -2.75319 5.00102 2.46231  0.000
H24 0.38851 2.29811 1.49303  0.009
O7 -3.32608 -0.11934 0.01077  0.054
B1 -2.21029 0.54437 -0.45586  0.233
O8 -2.55196 1.78879 -0.96590  0.052
C23 -3.91168 1.91410 -0.75080  0.012
C24 -4.73506 2.98024 -1.03371  0.002
C25 -6.07118 2.84017 -0.67077  0.004
C26 -6.53752 1.68699 -0.04680  0.003
C27 -5.69472 0.61271 0.22222  0.002
C28 -4.38008 0.75887 -0.15446  0.010
H25 -4.35674 3.87617 -1.50853  0.000
H26 -6.76608 3.64086 -0.89034  0.000
H27 -7.57996 1.62607 0.23893  0.000
H28 -6.04660 -0.28720 0.71020  0.000

Computed properties:
Expectation value of S²   8.799
Charge   +1
Spin multiplicity   6
LUMO (alpha / beta)   -2.741 / -6.349 eV
ΔE to the lowest compared entry with this formula, charge and spin   42.8 kcal/mol
Kohn-Sham gap (alpha / beta)   0.2962 / 0.1679 hartree


# 4
# C12H32LiN3O7

A molecular structure, C12H32LiN3O7 at a distorted geometry (ωB97M-V with the def2-TZVPD basis set, the OMol25 dataset).

Last column: Mulliken charge in e.
Geometry (Å):
Li1 -18.40509 -19.86352 25.88908  0.735
C1 -17.63017 -16.11343 26.55486  -1.063
C2 -17.71790 -17.62858 26.35794  1.137
O1 -17.77630 -18.10268 25.17262  -0.996
O2 -17.78210 -18.34690 27.36891  -0.772
H1 -17.11937 -15.63380 25.72169  0.291
H2 -17.08906 -15.90668 27.47467  0.345
H3 -18.65168 -15.74239 26.63743  0.229
C3 -14.87004 -20.13195 23.56328  0.500
O3 -13.79497 -20.56973 23.15498  -0.694
N1 -14.97834 -19.13279 24.48100  -0.285
N2 -16.04375 -20.60791 23.06139  -0.287
H4 -14.18479 -18.81451 24.99416  0.172
H5 -15.90931 -18.78200 24.68627  0.269
H6 -15.98094 -21.36829 22.41518  0.170
H7 -16.93888 -20.26688 23.36980  0.263
C4 -21.23148 -17.81722 25.32359  -2.468
C5 -22.71316 -18.02288 25.61988  2.115
C6 -23.26201 -19.19517 24.76926  -1.186
C7 -24.49803 -19.84738 25.39360  -0.610
C8 -24.32945 -20.18492 26.86830  -1.214
C9 -23.91249 -18.97420 27.72624  1.153
N3 -22.77317 -18.34836 27.07099  0.921
O4 -22.13729 -17.42857 27.92197  -0.569
C10 -25.13248 -18.01396 27.89880  -1.368
C11 -23.51557 -19.54032 29.10286  -1.804
C12 -23.53409 -16.76900 25.28946  -1.769
H8 -21.17350 -17.23765 24.39044  0.574
H9 -20.66524 -18.73958 25.17260  0.061
H10 -20.70164 -17.15314 26.00333  0.527
H11 -23.56156 -18.71980 23.83554  0.344
H12 -22.48774 -19.92356 24.52289  0.304
H13 -24.65232 -20.81666 24.91032  0.379
H14 -25.35858 -19.20579 25.19757  0.340
H15 -23.54822 -20.94812 26.91792  0.353
H16 -25.28501 -20.58233 27.21022  0.340
H17 -25.58525 -18.11701 28.88450  0.388
H18 -24.84758 -16.98860 27.67292  0.219
H19 -25.95356 -18.27730 27.22514  0.330
H20 -22.84746 -20.38947 29.01205  0.264
H21 -23.06731 -18.76418 29.72146  0.402
H22 -24.45751 -19.77324 29.60129  0.503
H23 -23.54296 -16.56503 24.21498  0.447
H24 -23.11964 -15.88494 25.78209  0.386
H25 -24.59906 -16.81554 25.52552  0.404
H26 -22.72288 -16.65257 27.88458  0.396
O5 -20.27770 -20.32405 27.26980  -0.676
H27 -20.74873 -21.14423 27.44373  0.256
H28 -20.99035 -19.66135 27.13116  0.321
O6 -17.49137 -21.49988 26.62684  -0.552
H29 -16.73813 -21.43548 27.22730  0.252
H30 -17.33563 -22.30182 26.11546  0.239
O7 -18.84222 -20.78232 24.12237  -0.491
H31 -19.28501 -20.29191 23.41512  0.253
H32 -18.83477 -21.70089 23.82738  0.222

Computed properties:
Charge   0
LUMO   -0.405 eV
Kohn-Sham gap   0.3080 hartree


| no. | E_tot (eV) |
| --- | --- |
| 1 | -170252.44201 |
| 2 | -74375.57874 |
| 3 | -136354.78482 |
| 4 | -31973.75446 |